Record 1
Below is a cluster of 2 separate species, C3H11N2O2 in total at a distorted geometry, with properties calculated with ωB97M-V/def2-TZVPD.

Each line ends with the Löwdin charge.
Geometry (Å):
N 0.24 1.74 1.00  0.225
C -0.67 0.75 0.33  -0.229
C -0.67 0.97 -1.17  -0.016
C -0.22 -0.60 0.91  -0.526
N -0.77 -1.69 0.37  0.201
O 0.49 -0.60 1.90  0.074
H 0.36 1.49 1.98  0.164
H -0.15 2.68 0.92  0.183
H 1.15 1.74 0.55  0.178
H -1.67 0.84 0.76  0.169
H 0.18 1.53 -1.57  0.098
H -1.53 1.54 -1.48  0.092
H -0.65 0.04 -1.73  0.086
H -0.59 -2.60 0.77  0.137
H -1.16 -1.72 -0.55  0.118
H 2.21 -2.01 -1.76  0.057
H 1.73 -2.35 -0.24  0.037
O 1.72 -1.73 -0.97  -0.049

Calculated values
**Energy above the lowest of the compared OMol25 structures with the same formula, charge and spin**: 1.0025 eV
**HOMO energy**: -14.44 eV
**Frontier orbital gap**: 0.408 Eh
**Energy**: -10358.750 eV
**Net charge**: +1

***

Record 2
Below is a cluster of 2 separate species, C27H42N2O4 in total at a distorted geometry, with properties calculated with ωB97M-V/def2-TZVPD.

Each line ends with the Löwdin charge.
Geometry (Å):
C 2.31 0.44 4.35  -0.046
C 1.82 1.46 3.35  -0.268
C 2.71 2.38 2.78  -0.041
C 2.27 3.31 1.84  -0.024
C 0.94 3.34 1.41  -0.117
C 0.46 4.35 0.36  -0.330
C -0.26 3.61 -0.80  -0.046
C 1.61 5.14 -0.25  -0.094
C 0.04 2.43 2.00  -0.212
O -1.30 2.48 1.67  -0.054
C -1.83 1.19 1.32  -0.072
C -3.20 1.32 0.65  -0.355
C -3.43 0.33 -0.49  -0.098
C -2.45 0.48 -1.67  -0.151
C -1.57 -0.76 -1.95  -0.154
C -0.13 -0.61 -1.45  -0.129
N 0.12 -1.15 -0.11  -0.104
C -0.74 -1.80 0.73  -0.112
C -0.06 -2.14 1.88  -0.082
C 1.27 -1.67 1.72  -0.104
C 1.34 -1.06 0.50  -0.123
C -3.72 2.72 0.33  -0.084
C -5.08 2.83 1.01  -0.047
C -5.32 1.48 1.64  -0.499
O -6.31 0.99 2.05  0.143
O -4.14 0.83 1.68  0.047
C 0.48 1.52 2.96  0.030
H 2.16 0.79 5.37  0.082
H 3.38 0.29 4.19  0.076
H 1.81 -0.50 4.18  0.054
H 3.75 2.38 3.08  0.105
H 3.00 3.99 1.45  0.095
H -0.24 5.03 0.83  0.138
H -0.21 2.54 -0.62  0.046
H 0.26 3.78 -1.75  0.077
H -1.29 3.91 -0.88  0.070
H 1.18 5.83 -0.97  0.080
H 2.17 5.72 0.48  0.074
H 2.27 4.47 -0.81  0.086
H -1.99 0.65 2.25  0.132
H -1.12 0.66 0.71  0.110
H -3.43 -0.67 -0.07  0.116
H -4.43 0.53 -0.85  0.129
H -3.03 0.69 -2.57  0.110
H -1.80 1.34 -1.53  0.088
H -2.04 -1.67 -1.59  0.106
H -1.49 -0.88 -3.03  0.110
H 0.51 -1.15 -2.14  0.113
H 0.18 0.43 -1.49  0.113
H -1.77 -1.99 0.49  0.105
H -0.52 -2.66 2.70  0.095
H 2.04 -1.80 2.46  0.089
H 2.22 -0.60 0.10  0.127
H -3.11 3.55 0.65  0.110
H -3.88 2.84 -0.74  0.122
H -5.91 3.04 0.34  0.125
H -5.12 3.57 1.80  0.129
H -0.23 0.83 3.40  0.123
C 1.10 -4.74 -4.10  -0.109
O 0.82 -4.39 -2.76  -0.198
C 1.58 -5.08 -1.78  -0.203
C 3.02 -4.59 -1.59  -0.427
C 3.99 -4.98 -2.70  -0.072
N 3.07 -3.13 -1.41  0.054
H 1.31 -5.81 -4.20  0.091
H 1.94 -4.17 -4.50  0.074
H 0.22 -4.50 -4.69  0.086
H 1.05 -4.91 -0.84  0.122
H 1.56 -6.16 -1.97  0.121
H 3.39 -5.05 -0.67  0.136
H 3.89 -4.35 -3.58  0.063
H 5.02 -4.88 -2.36  0.075
H 3.84 -6.02 -3.00  0.077
H 2.52 -2.89 -0.59  0.038
H 2.56 -2.72 -2.18  0.061

Calculated values
**HOMO energy**: -8.38 eV
**SMILES string**: Cc1ccc(C(C)C)c(OC[C@]2(CCCCn3cccc3)CCC(=O)O2)c1.COC[C@@H](C)N
**Frontier orbital gap**: 0.331 Eh
**Energy**: -39849.957 eV
**Net charge**: 0

***

Record 3
Below is a structure of composition C40H53Cl3N2O4V, with properties calculated with ωB97M-V/def2-TZVPD.

Each line ends with the Löwdin charge.
Geometry (Å):
V -0.14 0.13 0.34  1.130
C 5.37 1.26 4.53  -0.043
C 5.59 1.91 3.16  -0.554
C 6.64 1.11 2.38  -0.036
C 6.12 3.33 3.38  -0.061
C 4.28 1.91 2.37  -0.138
C 3.58 0.73 2.21  0.050
C 2.40 0.73 1.46  -0.165
N 1.54 -0.33 1.23  0.032
C 1.72 -1.66 1.44  -0.157
C 2.92 -2.35 1.66  0.057
C 2.88 -3.70 1.89  -0.137
C 1.61 -4.34 1.89  0.052
C 0.40 -3.73 1.62  -0.069
C 0.48 -2.36 1.33  -0.193
O -0.55 -1.62 0.92  -0.156
C -0.87 -4.59 1.64  -0.531
C -0.72 -5.74 0.64  -0.036
C -1.05 -5.15 3.05  -0.036
C -2.16 -3.83 1.27  -0.062
C 4.13 -4.55 2.13  -0.555
C 4.20 -5.66 1.08  -0.036
C 4.04 -5.16 3.54  -0.035
C 5.40 -3.71 2.04  -0.060
C 1.87 1.93 0.96  -0.224
O 0.64 1.82 0.43  -0.152
C 2.56 3.14 1.07  -0.072
C 3.76 3.07 1.77  0.066
C 2.01 4.43 0.47  -0.529
C 0.70 4.82 1.17  -0.029
C 1.76 4.24 -1.03  -0.029
C 3.00 5.58 0.64  -0.060
H 6.29 1.31 5.11  0.089
H 5.09 0.21 4.45  0.073
H 4.59 1.78 5.09  0.095
H 7.58 1.10 2.92  0.091
H 6.81 1.54 1.39  0.093
H 6.32 0.07 2.24  0.074
H 7.03 3.28 3.99  0.090
H 5.40 3.96 3.90  0.094
H 6.39 3.82 2.44  0.088
H 3.94 -0.18 2.67  0.101
H 3.86 -1.82 1.62  0.095
H 1.60 -5.40 2.11  0.108
H 0.13 -6.39 0.87  0.079
H -0.58 -5.36 -0.38  0.095
H -1.62 -6.36 0.65  0.091
H -0.20 -5.78 3.34  0.081
H -1.95 -5.77 3.10  0.091
H -1.13 -4.35 3.79  0.094
H -2.13 -3.44 0.26  0.082
H -2.36 -3.01 1.96  0.080
H -2.99 -4.54 1.34  0.090
H 3.35 -6.34 1.15  0.079
H 5.10 -6.26 1.24  0.091
H 4.23 -5.25 0.07  0.095
H 3.16 -5.80 3.65  0.080
H 4.00 -4.39 4.30  0.093
H 4.92 -5.78 3.72  0.092
H 5.51 -3.24 1.06  0.091
H 6.27 -4.35 2.20  0.092
H 5.43 -2.93 2.81  0.084
H 4.32 3.99 1.89  0.090
H -0.06 4.06 1.05  0.074
H 0.33 5.76 0.75  0.090
H 0.87 4.97 2.24  0.094
H 1.01 3.47 -1.22  0.066
H 2.68 3.95 -1.55  0.097
H 1.42 5.18 -1.47  0.093
H 3.18 5.83 1.69  0.090
H 2.59 6.48 0.16  0.091
H 3.96 5.37 0.17  0.093
Cl 1.22 3.36 -5.87  0.714
C 0.65 2.41 -4.53  -0.656
C 1.54 1.56 -3.88  -0.111
C 1.07 0.82 -2.81  -0.558
Cl 2.16 -0.22 -1.95  0.818
C -0.25 0.91 -2.39  -0.388
O -0.69 0.20 -1.32  -0.221
C -1.11 1.77 -3.06  -0.570
Cl -2.75 1.92 -2.53  0.743
C -0.67 2.52 -4.13  -0.109
H 2.57 1.48 -4.20  0.117
H -1.35 3.19 -4.65  0.115
O -1.59 0.76 1.51  -0.041
C -2.85 0.69 1.32  -0.389
C -3.73 1.56 2.17  -0.071
C -4.69 0.76 3.07  -0.168
C -5.93 0.24 2.35  -0.199
C -5.65 -0.77 1.25  -0.173
C -4.80 -0.22 0.11  -0.144
N -3.37 -0.12 0.44  0.132
H -4.28 2.23 1.51  0.139
H -3.06 2.17 2.77  0.131
H -5.00 1.42 3.88  0.119
H -4.15 -0.06 3.54  0.126
H -6.47 1.09 1.92  0.120
H -6.60 -0.21 3.08  0.117
H -6.60 -1.11 0.82  0.120
H -5.16 -1.66 1.65  0.118
H -5.16 0.77 -0.20  0.127
H -4.86 -0.86 -0.77  0.130
H -2.75 -0.73 -0.08  0.132

Calculated values
**Expectation value of S²**: 2.038
**Energy above the lowest of the compared OMol25 structures with the same formula, charge and spin**: 0.1969 eV
**HOMO energy (spin up / spin down)**: -10.29 / -10.45 eV
**Multiplicity**: 3
**Frontier orbital gap (spin up / spin down)**: 0.251 / 0.198 Eh
**Energy**: -116764.885 eV
**Net charge**: +1